A | 255
Properties=species:S:1:pos:R:3 method="wB97M-V/def2-TZVPD" orbital_gap_ha=0.3227 homo_energy_ev=-8.228
C -8.1442 -9.4183 -10.9578
C -6.6290 -9.6894 -10.7603
C -6.1727 -11.0783 -11.2095
O -6.9516 -12.1595 -10.7230
C -6.5973 -13.3515 -11.4264
N -5.8796 -8.6151 -11.4525
H -8.4018 -9.3503 -12.0147
H -8.4762 -8.4575 -10.5644
H -8.6841 -10.1927 -10.4131
H -6.3257 -9.6026 -9.7169
H -5.1018 -11.1811 -11.0347
H -6.3389 -11.0647 -12.2867
H -5.5164 -13.4193 -11.3034
H -6.8106 -13.3869 -12.4948
H -7.0930 -14.1777 -10.9168
H -6.4102 -7.8098 -11.7526
H -5.1235 -8.3677 -10.8302
C -1.2424 -13.9024 -9.8737
C -0.5929 -13.5832 -8.5315
C -0.6014 -12.0579 -8.1988
O 0.3262 -11.4736 -9.1439
C 0.8611 -10.2791 -8.6940
N -1.3078 -14.2042 -7.4527
H -2.2581 -13.5108 -9.9288
H -1.2248 -14.9617 -10.1300
H -0.7496 -13.4706 -10.7448
H 0.4584 -13.8691 -8.4965
H -0.2296 -11.8699 -7.1915
H -1.5781 -11.5750 -8.2313
H 0.1288 -9.5413 -8.3661
H 1.3526 -9.7019 -9.4772
H 1.6616 -10.4370 -7.9713
H -2.2863 -14.3073 -7.6808
H -1.3777 -13.6120 -6.6375
C -7.7248 -13.1093 -5.3487
C -8.0107 -14.5867 -5.6207
C -8.5805 -14.9071 -7.0667
O -10.0072 -14.6628 -6.9134
C -10.6727 -15.8384 -6.5708
N -6.8291 -15.3418 -5.3876
H -8.6501 -12.5346 -5.3889
H -7.1360 -12.7240 -6.1811
H -7.2545 -12.7813 -4.4217
H -8.7424 -14.9050 -4.8781
H -8.3328 -15.8951 -7.4548
H -8.1241 -14.2896 -7.8404
H -11.7431 -15.6531 -6.4814
H -10.3475 -16.2356 -5.6093
H -10.5283 -16.5666 -7.3688
H -6.1099 -15.0720 -6.0434
H -6.9167 -16.3405 -5.5097
C -3.8945 -10.2245 -18.0161
C -2.8222 -10.8145 -17.0876
C -3.3681 -11.2827 -15.7574
O -2.3828 -11.7314 -14.8559
C -2.8402 -12.1157 -13.5881
N -2.2457 -11.9392 -17.8627
H -3.5560 -9.9621 -19.0184
H -4.1644 -9.2648 -17.5753
H -4.8021 -10.7951 -18.2134
H -2.0175 -10.1434 -16.7875
H -4.0638 -12.1158 -15.8580
H -3.9262 -10.4508 -15.3277
H -3.8139 -12.6053 -13.6076
H -2.8592 -11.2055 -12.9887
H -2.0716 -12.7960 -13.2214
H -1.5560 -12.3260 -17.2344
H -2.8982 -12.6951 -18.0147
C -6.4932 -8.2460 -4.7971
C -6.0162 -9.4046 -5.7230
C -7.0461 -9.6949 -6.8434
O -8.2265 -10.1836 -6.2720
C -9.1585 -10.6332 -7.2789
N -4.7400 -8.9444 -6.3941
H -7.4221 -8.6028 -4.3522
H -6.8043 -7.3840 -5.3873
H -5.7796 -7.8922 -4.0529
H -5.8393 -10.3052 -5.1350
H -6.5961 -10.4559 -7.4809
H -7.2867 -8.8210 -7.4489
H -9.9757 -11.1446 -6.7703
H -8.7167 -11.4148 -7.8969
H -9.5150 -9.7876 -7.8671
H -4.8641 -8.1046 -6.9412
H -4.5468 -9.5842 -7.1513
C -1.9903 -21.4163 -4.3571
C -1.3477 -21.0818 -5.7330
C -0.9911 -22.3719 -6.4720
O -0.5074 -22.0765 -7.7322
C -0.3230 -23.2312 -8.5192
N -2.2435 -20.2023 -6.4053
H -2.9198 -21.9835 -4.4044
H -2.1575 -20.5348 -3.7380
H -1.2771 -22.0154 -3.7910
H -0.4938 -20.4345 -5.5327
H -1.8927 -22.9837 -6.5021
H -0.3005 -22.8146 -5.7543
H -1.0734 -24.0192 -8.4568
H 0.5767 -23.7986 -8.2813
H -0.2930 -22.9481 -9.5713
H -1.7181 -19.9146 -7.2185
H -2.2245 -19.3262 -5.9031
C 3.4061 -19.3808 -9.3160
C 2.0845 -19.6401 -8.5647
C 0.8015 -19.4794 -9.4573
O 0.6931 -18.2676 -10.2041
C 0.5943 -17.1320 -9.3426
N 2.1686 -20.9697 -7.9528
H 3.4041 -18.3257 -9.5898
H 3.4011 -19.8974 -10.2758
H 4.2368 -19.6567 -8.6665
H 2.0815 -18.9101 -7.7552
H -0.0325 -19.6372 -8.7734
H 0.7116 -20.3554 -10.0998
H 1.3759 -17.1473 -8.5830
H -0.3232 -17.2068 -8.7589
H 0.6809 -16.1535 -9.8149
H 1.2409 -21.1587 -7.6010
H 2.2342 -21.5484 -8.7780
C -8.6912 -18.3755 -4.0821
C -7.3276 -18.9579 -4.5843
C -7.4156 -20.4896 -4.7763
O -6.2232 -21.0869 -5.3892
C -6.2688 -22.4913 -5.4347
N -7.0953 -18.2963 -5.8502
H -8.7184 -17.3252 -3.7918
H -8.9229 -18.7851 -3.0989
H -9.5175 -18.5711 -4.7656
H -6.4911 -18.6519 -3.9562
H -8.2735 -20.7874 -5.3792
H -7.6268 -20.9226 -3.7985
H -6.3848 -22.9175 -4.4382
H -5.4550 -22.9207 -6.0190
H -7.1707 -22.6769 -6.0180
H -7.8360 -18.5479 -6.4891
H -6.2565 -18.6423 -6.2938
C 0.2799 -18.7953 -17.2634
C 0.5226 -19.5468 -15.9375
C -0.6405 -19.4742 -14.8613
O -0.9466 -18.2148 -14.3208
C 0.0523 -17.7269 -13.4122
N 0.6939 -20.9192 -16.3674
H 0.0174 -17.7605 -17.0436
H -0.4667 -19.3076 -17.8704
H 1.2285 -18.7985 -17.8002
H 1.4734 -19.3817 -15.4307
H -0.5679 -20.1651 -14.0213
H -1.5391 -19.9033 -15.3045
H 1.0692 -18.0687 -13.6048
H -0.1937 -18.0117 -12.3892
H -0.0142 -16.6438 -13.5151
H 0.0660 -21.2282 -17.0956
H 0.3338 -21.4876 -15.6142
C -3.2356 -17.0222 -8.5548
C -4.6583 -16.6926 -8.1282
C -5.0263 -15.2732 -8.4231
O -4.0796 -14.3320 -7.9036
C -4.5243 -12.9653 -7.9457
N -5.5047 -17.7295 -8.6247
H -2.4800 -16.3746 -8.1101
H -3.1316 -16.9134 -9.6343
H -3.1184 -18.0736 -8.2924
H -4.6739 -16.6614 -7.0387
H -5.9659 -15.1765 -7.8791
H -5.0687 -15.1137 -9.5005
H -3.6774 -12.3593 -7.6238
H -5.4548 -12.8096 -7.3997
H -4.6608 -12.7385 -9.0030
H -5.1393 -18.6245 -8.3323
H -5.5943 -17.7194 -9.6307
C -3.0563 -5.7060 -7.6655
C -3.6112 -6.3946 -8.9380
C -2.6964 -7.5002 -9.4926
O -3.0412 -7.9554 -10.8210
C -1.9994 -8.7479 -11.3906
N -4.9029 -6.9413 -8.5923
H -3.6170 -4.8104 -7.3982
H -2.0001 -5.4514 -7.7531
H -2.9854 -6.3547 -6.7924
H -3.7316 -5.5874 -9.6604
H -2.7908 -8.3711 -8.8440
H -1.6981 -7.0633 -9.4653
H -1.7764 -9.6705 -10.8547
H -1.0556 -8.2041 -11.3515
H -2.2155 -8.9366 -12.4422
H -5.4410 -6.1962 -8.1732
H -5.3829 -7.2009 -9.4422
C 1.1611 -17.9536 -4.8788
C 0.1733 -17.1311 -5.7408
C -1.1377 -16.7928 -5.0687
O -1.8624 -17.9039 -4.6720
C -3.1237 -17.6349 -4.1007
N 0.8765 -15.9603 -6.2311
H 0.7161 -18.9309 -4.6920
H 1.3991 -17.3902 -3.9765
H 2.1251 -17.9961 -5.3857
H -0.0567 -17.7665 -6.5960
H -1.7905 -16.3440 -5.8173
H -0.9597 -16.0430 -4.2978
H -3.5885 -18.6101 -3.9553
H -3.7917 -16.9318 -4.5982
H -2.9223 -17.2043 -3.1199
H 0.1091 -15.3818 -6.5417
H 1.0453 -15.3967 -5.4102
C -1.7903 -9.5098 -3.5012
C -1.6681 -10.6787 -4.5358
C -2.5713 -11.8956 -4.0656
O -2.4739 -12.9079 -5.1257
C -3.3146 -13.9636 -4.7450
N -2.0222 -10.1311 -5.8992
H -2.8399 -9.2758 -3.3235
H -1.3321 -8.6349 -3.9624
H -1.4136 -9.7858 -2.5163
H -0.6484 -11.0585 -4.5991
H -3.6104 -11.5767 -3.9832
H -2.2598 -12.2029 -3.0673
H -3.2313 -14.7100 -5.5350
H -4.3776 -13.7239 -4.7180
H -3.0923 -14.4792 -3.8108
H -2.9127 -9.6612 -5.8205
H -2.2118 -10.9141 -6.5084
C -6.0866 -21.0429 -9.7569
C -4.6684 -20.9782 -9.1411
C -3.5832 -20.3740 -9.9771
O -3.4252 -21.0977 -11.2590
C -2.0761 -21.0117 -11.7982
N -4.7435 -20.3172 -7.8267
H -6.1406 -21.6234 -10.6778
H -6.4983 -20.0764 -10.0478
H -6.8155 -21.5371 -9.1146
H -4.3501 -21.9971 -8.9208
H -2.6315 -20.3117 -9.4493
H -3.9124 -19.3482 -10.1429
H -1.7364 -19.9962 -12.0020
H -2.1105 -21.4825 -12.7806
H -1.3236 -21.5484 -11.2204
H -5.3872 -20.6980 -7.1479
H -3.8807 -20.5232 -7.3438
C -9.3099 -16.2767 -10.4413
C -8.7604 -17.6096 -11.0024
C -7.5123 -17.5606 -11.9127
O -6.3357 -17.0305 -11.3133
C -5.1743 -17.1946 -12.0942
N -8.3894 -18.4494 -9.8911
H -10.3364 -16.3616 -10.0848
H -9.5050 -15.5384 -11.2191
H -8.6585 -15.7831 -9.7201
H -9.6411 -18.0213 -11.4954
H -7.7343 -16.9603 -12.7950
H -7.2231 -18.5610 -12.2346
H -4.3894 -16.7390 -11.4905
H -5.1115 -16.6592 -13.0415
H -4.8985 -18.2464 -12.1700
H -7.6325 -18.0045 -9.3917
H -8.0558 -19.2966 -10.3282


B | 255
Properties=species:S:1:pos:R:3 method="wB97M-V/def2-TZVPD" orbital_gap_ha=0.3274 homo_energy_ev=-8.402
C -1.4868 -6.2991 -6.1871
C -0.1408 -6.2316 -5.4210
C -0.4048 -6.0148 -3.9321
O -0.7342 -4.6182 -3.7090
C -0.9611 -4.4367 -2.3010
N 0.6622 -7.3844 -5.5949
H -1.9995 -5.4212 -5.8038
H -2.0438 -7.1709 -5.8044
H -1.4315 -6.4071 -7.2678
H 0.4528 -5.3258 -5.7375
H 0.3847 -6.3478 -3.2553
H -1.2861 -6.6074 -3.6228
H -1.2910 -3.4439 -2.0451
H -0.0415 -4.5034 -1.7424
H -1.7084 -5.1663 -1.9750
H 1.5454 -7.2060 -5.1251
H 0.9161 -7.4465 -6.5867
C 6.2811 -3.3743 -2.3253
C 5.1305 -2.3109 -2.4205
C 3.9724 -2.9224 -3.2377
O 2.9260 -1.9752 -3.2568
C 1.9219 -2.3618 -4.1639
N 4.6622 -1.8932 -1.1034
H 6.3067 -3.8114 -3.3103
H 6.0676 -4.1751 -1.6235
H 7.2272 -2.8985 -2.0945
H 5.5020 -1.4470 -3.0405
H 3.5588 -3.8692 -2.8027
H 4.2315 -3.1558 -4.2889
H 2.3642 -2.5979 -5.1473
H 1.1939 -1.5476 -4.2027
H 1.3766 -3.2716 -3.8535
H 3.9717 -1.1468 -1.2644
H 5.4404 -1.4817 -0.5657
C 4.1689 -4.4141 2.4388
C 3.0111 -4.8360 1.5391
C 1.9061 -3.8054 1.6092
O 1.2742 -3.7922 2.8969
C 0.4215 -2.6856 3.0058
N 3.4391 -5.1347 0.1680
H 5.0491 -5.0489 2.2754
H 3.8037 -4.4858 3.4742
H 4.4752 -3.3515 2.2060
H 2.5909 -5.7795 1.9446
H 1.1876 -4.0210 0.8264
H 2.2987 -2.7977 1.4798
H 0.1447 -2.5419 4.0345
H -0.5344 -2.8248 2.4550
H 1.0022 -1.8521 2.5566
H 3.7230 -4.2380 -0.2264
H 2.7140 -5.5521 -0.4172
C 6.4593 3.7655 -1.8654
C 5.2759 4.7142 -1.6809
C 5.2175 5.2693 -0.2394
O 4.9906 4.1662 0.5858
C 4.7075 4.5199 1.9221
N 5.3351 5.7151 -2.7558
H 6.3466 2.8869 -1.2234
H 7.3788 4.2679 -1.5113
H 6.5959 3.4066 -2.9048
H 4.3340 4.1943 -1.7398
H 4.4202 5.9792 -0.0586
H 6.1371 5.8100 0.0315
H 5.3878 5.2956 2.2858
H 4.7668 3.5963 2.4759
H 3.7088 4.9668 1.8932
H 4.6380 6.4204 -2.5444
H 6.2363 6.1987 -2.7258
C 5.2288 -0.3728 3.1978
C 4.6418 0.5196 2.0777
C 5.7451 0.9462 1.1344
O 6.4775 -0.1878 0.7503
C 7.4384 0.1539 -0.2282
N 3.5480 -0.1028 1.3289
H 5.7162 -1.3051 2.8164
H 4.4688 -0.5484 3.9442
H 6.0023 0.2366 3.6867
H 4.2060 1.3934 2.5960
H 6.4408 1.5560 1.7336
H 5.4049 1.6724 0.3840
H 8.1631 0.8717 0.1470
H 6.9527 0.6335 -1.0777
H 7.9562 -0.7472 -0.6167
H 3.8613 -0.9768 0.8815
H 2.7862 -0.3512 1.9652
C 1.4179 -7.4025 4.4010
C 0.1187 -6.6351 4.6063
C 0.2974 -5.3810 5.5299
O 0.8545 -5.6066 6.8322
C -0.0254 -6.4705 7.5903
N -0.5595 -6.0561 3.4568
H 1.1909 -8.4528 4.1144
H 1.9685 -7.3972 5.3537
H 2.0802 -6.9201 3.6652
H -0.6103 -7.2908 5.1314
H -0.6853 -4.8994 5.6581
H 0.9841 -4.6488 5.0852
H 0.1488 -6.1915 8.6345
H 0.1183 -7.5155 7.3451
H -1.0724 -6.2406 7.3595
H -0.8076 -6.7451 2.7693
H 0.0729 -5.4063 3.0404
C 1.4069 2.5083 -5.2383
C 2.6277 3.0231 -4.5294
C 3.7142 1.9762 -4.2345
O 4.4875 1.6959 -5.3677
C 5.2162 0.5177 -5.1283
N 3.1583 4.1976 -5.1799
H 1.6890 1.8827 -6.1082
H 0.7642 3.3413 -5.5003
H 0.8289 1.7941 -4.6030
H 2.3115 3.3151 -3.5063
H 3.1490 1.0771 -3.8523
H 4.3636 2.3293 -3.3959
H 4.5626 -0.2988 -4.8870
H 5.9313 0.5935 -4.3170
H 5.8916 0.3390 -5.9554
H 3.8918 4.5885 -4.6001
H 3.6133 3.9312 -6.0574
C -1.0308 0.7914 5.2918
C -0.5014 1.2580 3.9312
C 1.0249 1.2433 3.9849
O 1.4488 2.3525 4.8008
C 2.8000 2.6519 4.7769
N -0.8799 0.3868 2.8678
H -0.7648 -0.2460 5.5236
H -2.1121 0.9880 5.3145
H -0.4958 1.4564 5.9810
H -0.7722 2.3225 3.8605
H 1.4252 1.3275 2.9679
H 1.4004 0.4137 4.5257
H 3.4082 1.8018 5.1330
H 2.9295 3.4505 5.4941
H 3.2008 2.9414 3.7758
H -0.6636 0.7110 1.9306
H -1.8985 0.3309 2.8353
C -3.0888 5.3016 -0.0777
C -1.7178 4.6707 -0.0577
C -1.5492 3.8370 1.2038
O -1.5033 4.6526 2.3826
C -0.1777 4.9570 2.8103
N -1.5010 3.8001 -1.1988
H -3.2719 5.8417 -1.0104
H -3.0357 6.0421 0.7428
H -3.8711 4.5798 0.1069
H -1.0220 5.5233 -0.1001
H -0.6713 3.1705 1.1141
H -2.3190 3.0906 1.2766
H 0.3599 4.0685 3.1589
H -0.2657 5.7189 3.5711
H 0.5004 5.4182 2.0822
H -0.4679 3.6958 -1.3432
H -1.7856 4.2937 -2.0390
C 0.8956 -1.3226 -0.8973
C 0.7759 0.0991 -0.4450
C 1.6631 0.8978 -1.3450
O 1.5185 2.2839 -1.3298
C 2.2771 2.9123 -0.3251
N -0.5336 0.5645 -0.5137
H 0.5022 -1.4260 -1.9006
H 0.3404 -1.9997 -0.2544
H 1.8955 -1.6866 -0.8787
H 1.1585 0.1602 0.5968
H 1.3658 0.6867 -2.3860
H 2.7073 0.5435 -1.2387
H 2.1874 3.9874 -0.3375
H 3.2938 2.5220 -0.4323
H 1.8929 2.6301 0.6587
H -1.1135 0.0865 -1.1807
H -0.6703 1.5785 -0.6061
C -0.1122 7.5539 -1.9692
C 0.4199 6.5277 -2.9249
C -0.5850 6.3411 -4.0848
O -1.8596 5.8587 -3.5518
C -2.7676 5.5710 -4.5739
N 1.7827 6.8029 -3.3747
H -1.1467 7.3735 -1.7344
H -0.0189 8.5358 -2.3907
H 0.3519 7.3842 -0.9937
H 0.5488 5.5499 -2.4506
H -0.1757 5.6220 -4.8044
H -0.6736 7.3188 -4.5474
H -2.4109 4.7790 -5.2519
H -3.0726 6.4034 -5.2105
H -3.6404 5.1476 -4.1203
H 1.8563 7.6129 -3.9768
H 2.0369 6.0052 -3.9345
C -6.2456 -0.9995 3.4478
C -4.8247 -0.6179 3.8740
C -3.9112 -1.8103 3.6600
O -4.1326 -2.7421 4.6935
C -3.0399 -3.6293 4.7316
N -4.2999 0.5166 3.1234
H -6.5953 -1.8510 4.0442
H -6.2581 -1.2988 2.3977
H -6.9303 -0.1726 3.6184
H -4.8143 -0.4677 4.9594
H -2.8544 -1.5108 3.7216
H -4.1078 -2.2392 2.6660
H -2.8901 -4.0655 3.7336
H -3.1174 -4.3348 5.5422
H -2.1038 -3.1138 4.9367
H -4.8763 1.3393 3.2434
H -4.4294 0.2448 2.1652
C -7.6992 -3.5214 0.9675
C -6.3646 -3.3007 0.1972
C -5.3254 -4.2985 0.8353
O -4.0213 -4.1553 0.2890
C -2.8986 -4.7249 0.9685
N -6.4894 -3.5573 -1.2273
H -7.3909 -3.4142 2.0135
H -8.0569 -4.5402 0.8399
H -8.4874 -2.8030 0.7323
H -6.0346 -2.2919 0.3811
H -5.7066 -5.3114 0.7315
H -5.2565 -4.1145 1.9039
H -3.0162 -5.7740 1.3270
H -2.6215 -4.1353 1.8334
H -2.1465 -4.7086 0.1780
H -7.1061 -4.3565 -1.3706
H -5.5771 -3.8449 -1.5563
C -7.7415 4.3709 3.2194
C -7.0080 3.8015 1.9718
C -7.0067 4.8259 0.8469
O -6.4981 4.2658 -0.3608
C -6.4466 5.1789 -1.4743
N -5.6665 3.3873 2.3455
H -8.7870 4.6451 3.0262
H -7.1713 5.1682 3.6871
H -7.8058 3.6166 3.9952
H -7.4840 2.9270 1.5652
H -6.3344 5.6466 1.1751
H -8.0340 5.1946 0.6559
H -5.9134 4.6344 -2.2607
H -5.9246 6.1047 -1.2517
H -7.4640 5.4469 -1.8541
H -5.1903 3.0431 1.4990
H -5.0544 4.1154 2.7543
C -4.5646 1.1470 -1.4291
C -4.5397 -0.3903 -1.2830
C -3.9767 -0.9646 -2.5992
O -2.6705 -0.4381 -2.8668
C -2.0607 -1.0970 -3.9324
N -3.9348 -0.7625 -0.0181
H -5.0982 1.3589 -2.3608
H -3.5640 1.5531 -1.3966
H -5.1706 1.6275 -0.6573
H -5.5598 -0.7757 -1.2526
H -4.6735 -0.8048 -3.4058
H -3.9319 -2.0512 -2.4719
H -1.1721 -0.5171 -4.2017
H -2.5273 -1.0286 -4.8896
H -1.8245 -2.1450 -3.6628
H -3.6087 -1.7253 -0.0083
H -3.0978 -0.1864 0.1534


Which is less stable than every other structure shown? A is.